Record 1
ORCA calculation (the ωB97M-V functional and the def2-TZVPD basis) on a cluster of 6 separate species, C36H37Br3F5S in total.

For the energy, the calculation gives -272474.8207 eV. As for the total charge: +1. The HOMO-LUMO gap is 7.94 eV.

Element x y z (Å)
C: 2.47932 -1.00419 -0.27955
C: 2.17307 0.43974 -0.76677
Br: 2.15013 0.53553 -2.72307
C: 0.89201 1.09867 -0.23080
S: -0.51334 -0.07268 -0.22420
C: -2.00429 0.95004 -0.65865
Br: -1.98335 2.54599 0.46272
C: -3.30166 0.09862 -0.42205
C: -3.11386 -1.42447 -0.64176
Br: -4.67609 0.82867 -1.61001
H: 3.00856 -0.96256 0.68335
H: 3.12634 -1.53206 -0.99629
H: 1.57505 -1.62137 -0.14785
H: 2.98996 1.10289 -0.44373
H: 0.59702 1.99131 -0.80027
H: 1.02578 1.36076 0.83084
H: -0.30899 -0.55470 -1.49346
H: -1.89648 1.27210 -1.70410
H: -3.66838 0.29660 0.59310
H: -2.61460 -1.65873 -1.61019
H: -2.53897 -1.86653 0.19005
H: -4.09954 -1.91197 -0.65719
F: 2.99743 0.81229 2.08906
C: 2.91783 1.84749 2.98166
C: 3.94419 2.76856 3.02378
C: 3.83282 3.82180 3.92455
C: 2.71941 3.92918 4.75027
C: 1.70953 2.97801 4.68779
C: 1.80301 1.91662 3.79421
H: 4.80314 2.65781 2.37597
H: 4.62325 4.55856 3.98073
H: 2.64262 4.75092 5.44955
H: 0.84809 3.05217 5.34201
H: 1.04253 1.14748 3.74467
F: -1.91777 -2.08213 -2.90006
C: -1.91526 -1.43725 -4.10625
C: -3.10815 -1.26764 -4.77865
C: -3.07400 -0.58809 -5.99149
C: -1.87716 -0.09284 -6.49519
C: -0.69496 -0.27978 -5.79102
C: -0.70591 -0.96983 -4.58462
H: -4.02495 -1.67382 -4.37394
H: -3.98913 -0.46458 -6.55655
H: -1.86209 0.41306 -7.45085
H: 0.24016 0.09234 -6.19003
H: 0.19019 -1.14257 -4.00609
F: -1.79293 3.23234 6.53931
C: -1.83078 4.32575 5.74909
C: -1.48404 5.55076 6.28567
C: -1.51785 6.66600 5.45758
C: -1.88807 6.54380 4.12379
C: -2.23091 5.29787 3.61487
C: -2.20477 4.17236 4.42778
H: -1.20458 5.62199 7.32794
H: -1.25613 7.63581 5.86025
H: -1.91655 7.41796 3.48706
H: -2.53489 5.20374 2.57913
H: -2.47326 3.19124 4.05855
F: -0.99232 -1.97737 -8.65241
C: -1.15253 -3.14961 -8.00282
C: -2.43172 -3.56036 -7.67847
C: -2.58722 -4.76674 -7.00783
C: -1.47852 -5.53847 -6.68198
C: -0.20566 -5.10127 -7.02590
C: -0.03121 -3.89426 -7.69072
H: -3.27754 -2.94154 -7.94486
H: -3.58100 -5.10642 -6.74540
H: -1.60709 -6.48314 -6.17030
H: 0.65919 -5.70586 -6.78434
H: 0.94850 -3.53656 -7.97712
F: 3.78577 -5.02576 6.67817
C: 3.45976 -4.08453 5.77849
C: 3.63430 -2.75469 6.11402
C: 3.29304 -1.78745 5.17867
C: 2.79212 -2.15740 3.93611
C: 2.62920 -3.50201 3.62666
C: 2.96273 -4.48251 4.55133
H: 4.02860 -2.49498 7.08683
H: 3.42266 -0.73999 5.42237
H: 2.53115 -1.39488 3.21396
H: 2.24277 -3.79739 2.65865
H: 2.84723 -5.53588 4.33629

Here are the Löwdin charges for atoms 1 to 6, given in e:
1 C -0.13
2 C -0.76
3 Br 0.78
4 C -0.45
5 S 1.08
6 C -0.92

Record 2
ORCA calculation (the ωB97M-V functional and the def2-TZVPD basis) on a cluster of 9 separate species, C28H60NO12 in total.

For the energy, the calculation gives -56053.4833 eV. As for the total charge: +1. The HOMO-LUMO gap is 9.80 eV.

Element x y z (Å)
N: -0.46543 0.46988 0.19250
H: -0.87143 1.00488 0.87950
H: 0.52857 0.84588 0.02950
H: -0.99743 0.22888 -0.60750
H: -0.24943 -0.36212 0.65650
O: -3.00043 -0.11812 1.98650
C: -2.92043 -1.22212 2.51150
O: -2.33543 -1.61812 3.55950
C: -1.42943 -0.70312 4.18250
C: -0.83343 -1.43312 5.44450
C: -3.58143 -2.49812 1.86150
H: -2.01943 0.18688 4.39650
H: -0.64343 -0.49012 3.57050
H: -0.19843 -2.26212 5.22450
H: -1.53143 -1.54212 6.09150
H: -0.12343 -0.78812 6.03050
H: -4.20243 -2.17912 1.02350
H: -4.19743 -3.11112 2.52850
H: -2.76443 -3.08212 1.45550
O: -2.46843 0.59888 -2.34850
C: -2.93643 0.13288 -3.39150
O: -2.23743 -0.48712 -4.37650
C: -0.82743 -0.58912 -4.12350
C: -0.17243 -1.50812 -5.23950
C: -4.44643 0.16088 -3.72950
H: -0.55943 -1.01512 -3.19150
H: -0.28743 0.33988 -4.21150
H: -0.58343 -2.51512 -5.35050
H: 0.87057 -1.52812 -5.02250
H: -0.13543 -0.83612 -6.06450
H: -4.70043 0.51288 -4.68450
H: -4.87443 0.73888 -2.93550
H: -4.69343 -0.83112 -3.60450
O: -0.05243 3.19688 -0.77850
C: -0.61243 4.18488 -1.23650
O: -1.87843 4.64688 -0.78250
C: -2.72843 4.01788 0.19350
C: -3.92743 4.87488 0.36150
C: -0.08443 5.07488 -2.38450
H: -2.16343 3.79588 0.97950
H: -2.85043 3.13688 -0.27050
H: -3.63143 5.81088 0.54250
H: -4.65643 4.64288 1.15950
H: -4.56643 4.64288 -0.69050
H: 0.81257 5.07488 -2.31050
H: -0.52843 6.10988 -2.06650
H: -0.33443 4.90088 -3.36050
O: -1.29343 -2.49312 -0.84650
C: -1.58243 -3.22512 -1.75150
O: -0.69643 -3.77412 -2.62150
C: 0.66657 -3.65012 -2.49950
C: 1.40357 -4.92612 -2.81950
C: -3.04043 -3.47012 -2.21350
H: 1.09557 -3.43512 -1.47650
H: 1.13357 -2.73712 -2.84150
H: 1.33457 -5.57912 -1.95350
H: 2.51757 -4.68912 -2.77550
H: 1.00057 -5.54412 -3.74150
H: -3.21143 -4.33012 -2.70150
H: -3.35943 -2.60412 -2.93350
H: -3.84843 -3.37412 -1.30750
C: 3.44157 -1.47912 -0.71750
C: 2.83557 -0.76312 -1.89250
O: 1.59157 -0.58112 -2.03450
C: 3.71057 -0.42112 -3.06750
H: 4.26457 -2.13812 -0.95050
H: 2.65357 -1.99912 -0.09950
H: 3.95257 -0.70112 -0.00650
H: 4.42357 -1.20712 -3.17550
H: 4.31557 0.42488 -2.76350
H: 3.16657 -0.15412 -3.87250
C: 1.41057 2.84088 4.53750
C: 0.29357 3.23688 3.63650
O: -0.36643 2.13988 2.99450
C: -0.04843 4.59188 3.40250
H: 1.50057 1.78588 4.96650
H: 1.31957 3.31388 5.53150
H: 2.40757 3.10888 4.38250
H: 0.62357 4.85888 2.51850
H: 0.41357 5.18588 4.20750
H: -0.93343 4.45388 3.07150
C: 1.83557 -3.97512 3.32650
C: 1.13357 -3.83512 2.06450
O: 0.33057 -2.79812 1.88850
C: 1.31957 -4.92912 0.94850
H: 1.62057 -3.07312 3.87450
H: 2.94557 -3.76312 2.92050
H: 1.72757 -5.10412 3.59750
H: 1.11057 -6.07312 1.31950
H: 2.32257 -4.49412 0.52850
H: 0.49257 -4.79212 0.05650
C: 4.75657 2.48088 1.59750
C: 3.46757 2.75688 0.87950
O: 2.55457 1.74788 0.61150
C: 3.27557 4.11888 0.22050
H: 4.74357 1.40188 2.10750
H: 4.92857 3.03588 2.45050
H: 5.51457 2.63988 1.01950
H: 3.38557 4.74288 1.13850
H: 2.49657 4.13688 -0.38150
H: 4.03157 4.49688 -0.45450

Here are the Löwdin charges for atoms 1 to 6, given in e:
1 N 0.37
2 H 0.05
3 H 0.13
4 H 0.08
5 H 0.09
6 O 0.07

Record 3
ORCA calculation (the ωB97M-V functional and the def2-TZVPD basis) on an isolated molecule of C3H13NSi2.

For the energy, the calculation gives -20565.0136 eV. As for the total charge: 0. The HOMO-LUMO gap is 9.23 eV.

Element x y z (Å)
C: 0.64375 -1.89376 -1.70269
C: 1.68183 -1.09319 0.30090
C: -1.54165 2.59704 0.06784
N: 0.55784 -1.10293 -0.46039
Si: -0.51432 1.55789 1.33210
Si: -0.82144 -0.64458 0.53985
H: -0.46362 -1.98556 -1.89780
H: 1.19449 -1.28855 -2.39585
H: 1.05389 -2.81212 -1.48007
H: 1.95771 -0.29861 0.94147
H: 1.77498 -1.98064 0.98274
H: 2.54283 -1.30614 -0.31437
H: -0.75398 3.34666 -0.31453
H: -1.87701 2.11779 -0.88611
H: -2.44716 3.11676 0.40690
H: -0.80772 1.96695 2.61459
H: 1.03034 1.96934 1.37362
H: -1.70779 -0.50696 -0.52659
H: -1.50296 -1.75937 1.41840

Here are the Löwdin charges for atoms 1 to 6, given in e:
1 C -0.08
2 C -0.29
3 C -0.33
4 N -0.44
5 Si 0.51
6 Si 0.49

Listing highest occupied orbital energy for the structures above in their given order: -11.0 -11.8 -8.3 eV.
Listing energy above the lowest of the compared OMol25 structures with the same formula, charge and spin for the structures above in their given order: 36.2 0.0 301.9 kJ/mol.